Record 1
A structure of composition C5H6O. Source: the OMol25 dataset; level of theory: wB97M-V/def2-TZVPD.

Last column: natural (NBO) charge in e.
Atoms and positions in Å:
C  -1.227  0.767  0.009  -0.652
C  -0.966  -0.709  -0.077  0.058
O  -0.207  -1.153  -1.143  -0.505
C  0.721  -1.335  -0.062  0.012
C  1.669  -0.241  -0.010  -0.115
C  2.571  0.555  0.089  -0.205
H  -0.298  1.337  -0.079  0.245
H  -1.731  1.025  0.947  0.221
H  -1.879  1.029  -0.829  0.233
H  -1.814  -1.373  0.116  0.215
H  -0.198  -1.161  0.831  0.254
H  3.360  1.260  0.208  0.240

Values from the calculation:
Gap between HOMO and LUMO, eV: 9.00
E_LUMO, Ha: 0.023
Total charge: 0

---

Record 2
The molecule C5H6O in a non-equilibrium geometry. Source: the OMol25 dataset; level of theory: wB97M-V/def2-TZVPD.

Last column: natural (NBO) charge in e.
Atoms and positions in Å:
C  -2.536  -0.004  0.184  -0.688
C  -1.241  -0.200  -0.441  0.051
C  -0.070  -0.021  -0.662  -0.080
C  1.236  0.464  -0.276  -0.008
C  2.313  -0.464  0.063  -0.095
O  2.367  0.328  -1.113  -0.471
H  -3.177  -0.861  0.371  0.235
H  -2.116  0.278  1.159  0.247
H  -3.108  0.793  -0.309  0.238
H  1.181  1.412  0.266  0.201
H  2.142  -1.527  -0.099  0.188
H  3.009  -0.198  0.856  0.182

Values from the calculation:
Gap between HOMO and LUMO, eV: 10.47
E_LUMO, Ha: 0.034
Total charge: 0
Structure (SMILES): CC#C[C@H]1CO1

---

Record 3
A cluster of 2 separate species, C5H6O in total in a non-equilibrium geometry. Source: the OMol25 dataset; level of theory: wB97M-V/def2-TZVPD.

Last column: natural (NBO) charge in e.
Atoms and positions in Å:
C  0.704  -0.421  0.297  -0.176
C  1.611  0.323  0.083  -0.237
C  -2.505  -0.520  -0.193  -0.151
C  -1.533  -1.594  -0.224  0.344
C  2.574  1.411  0.150  -0.675
O  -2.359  -1.587  0.802  -0.417
H  -2.182  0.501  0.079  0.234
H  -3.393  -0.715  -0.674  0.192
H  -1.528  -2.496  -0.791  0.208
H  2.430  1.957  1.152  0.234
H  2.460  2.092  -0.664  0.225
H  3.722  1.049  -0.018  0.220

Values from the calculation:
Gap between HOMO and LUMO (alpha / beta), eV: 7.86 / 7.87
E_LUMO (alpha / beta), Ha: -0.039 / -0.039
Total charge: 0

---

Record 4
The molecule C5H6O in a non-equilibrium geometry. Source: the OMol25 dataset; level of theory: wB97M-V/def2-TZVPD.

Last column: natural (NBO) charge in e.
Atoms and positions in Å:
C  0.047  1.303  0.299  -0.638
C  -0.595  0.049  0.842  -0.257
C  -1.308  -0.804  0.101  0.110
O  -0.767  -1.173  -1.127  -0.473
C  0.542  -1.094  -1.002  0.300
C  1.742  -1.085  -1.021  -0.367
H  1.107  1.448  0.516  0.221
H  -0.109  1.432  -0.777  0.222
H  -0.519  2.103  0.799  0.225
H  -0.639  -0.038  1.917  0.215
H  -2.266  -1.277  0.298  0.203
H  2.765  -0.864  -0.845  0.240

Values from the calculation:
Gap between HOMO and LUMO, eV: 9.56
E_LUMO, Ha: 0.032
Total charge: 0
Structure (SMILES): C#CO/C=C\C

---

Record 5
The molecule C5H6O. Source: the OMol25 dataset; level of theory: wB97M-V/def2-TZVPD.

Last column: natural (NBO) charge in e.
Atoms and positions in Å:
O  -1.174  -0.532  -1.430  -0.685
C  -0.351  -1.086  -0.460  0.123
C  1.101  -0.760  -0.379  -0.431
C  0.156  -0.274  0.715  -0.351
C  -0.202  1.120  0.811  -0.025
C  -0.544  2.271  0.927  -0.237
H  -0.982  0.414  -1.493  0.476
H  -0.668  -2.101  -0.242  0.196
H  1.482  -0.014  -1.072  0.226
H  1.808  -1.540  -0.114  0.225
H  0.222  -0.783  1.672  0.245
H  -0.848  3.285  1.064  0.239

Values from the calculation:
Gap between HOMO and LUMO, eV: 10.46
E_LUMO, Ha: 0.037
Total charge: 0
Structure (SMILES): C#C[C@@H]1C[C@@H]1O

---

Record 6
The molecule C5H6O in a non-equilibrium geometry. Source: the OMol25 dataset; level of theory: wB97M-V/def2-TZVPD.

Last column: natural (NBO) charge in e.
Atoms and positions in Å:
C  1.840  -1.000  -1.565  -0.693
C  0.844  -0.490  -0.662  0.046
C  -0.220  -0.221  -0.161  -0.078
C  -0.921  0.081  1.052  -0.011
C  -1.615  1.350  1.222  -0.094
O  -2.330  0.126  1.135  -0.469
H  1.891  -2.092  -1.476  0.238
H  1.371  -0.635  -2.478  0.255
H  2.842  -0.572  -1.522  0.237
H  -0.416  -0.376  1.899  0.200
H  -1.726  2.005  0.359  0.188
H  -1.559  1.823  2.197  0.182

Values from the calculation:
Gap between HOMO and LUMO, eV: 10.27
E_LUMO, Ha: 0.030
Total charge: 0
Structure (SMILES): CC#C[C@H]1CO1

---

Record 7
A structure of composition C5H6O in a non-equilibrium geometry. Source: the OMol25 dataset; level of theory: wB97M-V/def2-TZVPD.

Last column: natural (NBO) charge in e.
Atoms and positions in Å:
C  -1.550  0.386  -0.270  -0.593
C  -0.709  -0.852  0.035  -0.527
C  0.670  -0.676  -0.254  0.200
C  1.816  -0.524  -0.679  -0.274
C  2.117  0.589  0.389  0.414
O  1.523  1.343  1.124  -0.539
H  -1.331  1.186  0.442  0.232
H  -1.349  0.760  -1.279  0.220
H  -2.603  0.113  -0.197  0.216
H  -0.927  -1.673  -0.660  0.270
H  -0.837  -1.214  1.056  0.246
H  3.179  0.562  0.294  0.134

Values from the calculation:
Gap between HOMO and LUMO, eV: 10.41
E_LUMO, Ha: 0.021
Total charge: 0

---

Record 8
The molecule C5H6O2. Source: the OMol25 dataset; level of theory: wB97M-V/def2-TZVPD.

Last column: natural (NBO) charge in e.
Atoms and positions in Å:
O  1.105  1.757  1.176  -0.512
C  0.707  0.922  0.403  0.577
C  1.570  -0.187  -0.211  -0.186
O  0.695  -1.077  -0.874  -0.497
C  -0.626  -0.636  -0.714  0.104
C  -1.326  -0.446  0.611  -0.436
C  -0.698  0.727  -0.118  -0.382
H  2.150  -0.726  0.543  0.210
H  2.275  0.272  -0.921  0.210
H  -1.251  -0.955  -1.540  0.209
H  -0.951  -0.651  1.611  0.230
H  -2.402  -0.577  0.536  0.230
H  -1.249  1.577  -0.504  0.244

Values from the calculation:
Gap between HOMO and LUMO, eV: 10.57
E_LUMO, Ha: 0.031
Total charge: 0
Structure (SMILES): O=C1CO[C@H]2C[C@@H]12